#i
{
  "formula": "C3H5BrO",
  "method": "ωB97M-V/def2-TZVPD",
  "spin_multiplicity": 1,
  "gap_ev": 7.67,
  "homo_ev": -8.97,
  "total_charge": 0,
  "elements": ["O", "C", "H", "C", "Br", "H", "H", "H", "C", "H"],
  "positions_angstrom": [[-2.067, 0.713, 0.934], [-0.078, 0.468, -0.544], [0.560, 0.044, 1.482], [0.930, 0.168, 0.445], [-0.380, 1.804, -1.700], [-0.334, -1.793, -0.288], [0.939, -1.131, -1.424], [1.803, 0.582, 0.179], [0.384, -0.908, -0.530], [-1.757, 0.055, 1.447]]
}

=====

#ii
{
  "formula": "C3H5BrO",
  "method": "ωB97M-V/def2-TZVPD",
  "spin_multiplicity": 1,
  "gap_ev": 10.60,
  "homo_ev": -9.75,
  "total_charge": 0,
  "elements": ["H", "C", "H", "H", "Br", "H", "O", "C", "C", "H"],
  "positions_angstrom": [[1.392, -2.026, -1.272], [1.189, -0.401, 0.212], [-1.037, 0.622, 0.261], [-0.338, -1.601, -0.828], [2.937, 0.329, -0.050], [0.274, 1.862, 0.020], [1.030, -1.608, 0.788], [0.716, -1.520, -0.593], [-0.092, 1.022, 0.578], [-0.013, 1.142, 1.649]]
}

=====

Which is the most stable structure? #ii is the most stable.

=====

#i
{
  "formula": "C3H5BrO",
  "method": "ωB97M-V/def2-TZVPD",
  "smiles": "C=C[C@@H](O)Br",
  "spin_multiplicity": 1,
  "gap_ev": 10.01,
  "homo_ev": -9.87,
  "total_charge": 0,
  "elements": ["H", "O", "C", "H", "H", "C", "Br", "H", "H", "C"],
  "positions_angstrom": [[-2.658, 0.781, -0.172], [-1.753, 0.371, -0.562], [-0.640, 0.269, 0.275], [-0.319, 1.254, 0.643], [1.989, 0.773, 0.138], [1.720, -0.151, -0.227], [-1.398, -0.890, 1.895], [0.177, -1.494, -0.795], [2.436, -0.425, -0.878], [0.447, -0.489, -0.317]]
}

=====

#ii
{
  "formula": "C3H5BrO",
  "method": "ωB97M-V/def2-TZVPD",
  "spin_multiplicity": 1,
  "gap_ev": 10.26,
  "homo_ev": -10.00,
  "total_charge": 0,
  "elements": ["H", "Br", "H", "C", "O", "H", "C", "H", "C", "H"],
  "positions_angstrom": [[-0.143, 0.927, 0.076], [-1.236, -1.295, 1.838], [-1.229, 0.232, -1.074], [-0.261, 0.121, -0.550], [1.986, -0.985, 1.172], [1.070, -2.829, 0.914], [1.142, -1.704, 0.798], [-0.668, -1.892, -0.567], [-0.174, -1.203, 0.073], [0.415, 0.336, -1.341]]
}

=====

Which is the most stable structure? #ii is the most stable.

=====

#i
{
  "formula": "C5H12NO",
  "method": "ωB97M-V/def2-TZVPD",
  "spin_multiplicity": 1,
  "gap_ev": 10.08,
  "homo_ev": -13.28,
  "total_charge": 1,
  "elements": ["H", "C", "H", "H", "C", "H", "N", "H", "H", "H", "H", "H", "C", "O", "H", "H", "C", "H", "C"],
  "positions_angstrom": [[0.223, -1.116, -0.282], [1.096, -1.461, -2.704], [-0.717, 0.044, -0.879], [-1.040, -1.513, -2.989], [-1.356, 0.410, 2.036], [-1.338, -1.457, -0.616], [-0.530, -0.960, -0.989], [1.318, -1.745, -3.722], [-0.328, 2.811, 1.781], [0.617, 2.294, 0.382], [1.336, 2.254, 1.995], [1.876, -1.325, -1.970], [-0.173, -1.330, -2.375], [0.768, -0.316, 1.323], [-1.662, -0.613, 2.195], [1.657, -0.019, 1.571], [0.413, 2.095, 1.437], [-2.033, 1.236, 2.183], [-0.128, 0.711, 1.623]]
}

=====

#ii
{
  "formula": "C5H12NO",
  "method": "ωB97M-V/def2-TZVPD",
  "spin_multiplicity": 1,
  "gap_ev": 9.53,
  "homo_ev": -14.36,
  "total_charge": 1,
  "elements": ["H", "H", "C", "H", "H", "O", "H", "N", "C", "C", "H", "H", "H", "H", "C", "H", "H", "C", "H"],
  "positions_angstrom": [[1.325, -2.393, 0.676], [-0.013, 3.746, 1.067], [0.251, 2.872, 1.666], [0.078, 0.288, -1.578], [-1.770, 2.014, 1.805], [-0.130, -3.279, -2.541], [-0.490, 0.992, 2.244], [0.800, -0.515, 0.210], [-0.871, 1.253, 0.069], [-0.022, 0.423, -0.530], [-1.648, 1.665, -0.560], [1.430, -0.199, 0.944], [-0.405, -2.571, -3.145], [-0.057, -2.130, -0.650], [0.688, -1.773, 0.056], [0.253, 3.053, 2.733], [1.244, 2.639, 1.273], [-0.774, 1.728, 1.482], [-0.726, -3.969, -2.878]]
}

=====

Which is the most stable structure? #i is the most stable.

=====

#i
{
  "formula": "C5H12NO",
  "method": "ωB97M-V/def2-TZVPD",
  "smiles": "CC(C)[C@H]([NH3+])C=O",
  "spin_multiplicity": 1,
  "gap_ev": 10.77,
  "homo_ev": -14.63,
  "total_charge": 1,
  "elements": ["H", "H", "N", "C", "C", "C", "H", "H", "H", "H", "H", "H", "H", "C", "H", "H", "C", "O", "H"],
  "positions_angstrom": [[0.177, 0.969, -1.882], [0.093, -2.581, 0.049], [0.590, -1.688, 0.010], [1.574, 0.885, 1.313], [-0.308, -0.527, 0.398], [0.454, 0.794, 0.282], [2.377, 0.159, 1.146], [1.381, -1.739, 0.657], [-0.290, 1.563, 0.498], [2.034, 1.870, 1.283], [1.399, 2.028, -1.199], [1.796, 0.350, -1.402], [-1.672, -1.381, -1.207], [-1.560, -0.549, -0.479], [0.979, -1.560, -0.929], [1.217, 0.722, 2.332], [0.976, 1.027, -1.142], [-2.377, 0.313, -0.391], [-0.603, -0.722, 1.431]]
}

=====

#ii
{
  "formula": "C5H12NO",
  "method": "ωB97M-V/def2-TZVPD",
  "smiles": "OC[C@@H]1CCC[NH2+]1",
  "spin_multiplicity": 1,
  "gap_ev": 11.29,
  "homo_ev": -14.70,
  "total_charge": 1,
  "elements": ["C", "H", "H", "H", "H", "H", "H", "H", "H", "H", "H", "N", "O", "C", "H", "C", "H", "C", "C"],
  "positions_angstrom": [[0.412, -0.163, 0.313], [1.449, -1.106, -1.341], [-0.735, 2.223, -1.314], [0.412, -0.256, 1.402], [-1.914, 1.169, 1.236], [-2.621, 1.092, -0.347], [1.310, -2.994, 0.526], [1.297, 1.716, 0.633], [-1.585, -1.055, 0.695], [1.280, 1.286, -0.860], [-1.168, -0.702, -1.053], [0.686, 1.259, -0.033], [0.715, -2.443, 0.016], [-0.626, 2.019, -0.249], [-0.556, 2.973, 0.261], [-1.672, 1.018, 0.181], [2.337, -1.229, 0.204], [-1.082, -0.408, -0.007], [1.355, -1.212, -0.260]]
}

=====

Which is the most stable structure? #ii is the most stable.

=====

#i
{
  "formula": "CH4N3P",
  "method": "ωB97M-V/def2-TZVPD",
  "smiles": "C1N=NNP1",
  "spin_multiplicity": 1,
  "gap_ev": 9.89,
  "homo_ev": -8.97,
  "total_charge": 0,
  "elements": ["N", "N", "C", "P", "H", "N", "H", "H", "H"],
  "positions_angstrom": [[-1.210, -0.778, -0.059], [-1.432, 0.386, 0.111], [0.230, -1.058, -0.352], [1.107, 0.497, -0.237], [1.134, 0.581, 1.248], [-0.385, 1.257, -0.074], [0.817, -1.695, 0.365], [0.219, -1.403, -1.318], [-0.479, 2.213, 0.316]]
}

=====

#ii
{
  "formula": "CH4N3P",
  "method": "ωB97M-V/def2-TZVPD",
  "spin_multiplicity": 1,
  "gap_ev": [8.44, 8.44],
  "homo_ev": [-8.22, -8.22],
  "total_charge": 0,
  "elements": ["H", "H", "N", "N", "C", "N", "H", "H", "P"],
  "positions_angstrom": [[1.142, -0.047, 2.076], [-1.411, 0.182, -1.504], [1.302, 1.010, 0.263], [0.986, 1.208, -0.836], [-0.629, -0.433, -1.086], [0.785, 0.234, 1.115], [-0.096, -0.870, -1.910], [-1.597, -0.420, 1.308], [-0.481, -0.864, 0.572]]
}

=====

#iii
{
  "formula": "CH4N3P",
  "method": "ωB97M-V/def2-TZVPD",
  "spin_multiplicity": 1,
  "gap_ev": [7.81, 7.46],
  "homo_ev": [-8.87, -8.60],
  "total_charge": 0,
  "elements": ["H", "N", "N", "H", "N", "H", "H", "P", "C"],
  "positions_angstrom": [[1.899, -1.990, 0.021], [0.848, 0.893, -0.246], [1.487, -0.108, -0.124], [-0.915, 1.533, -1.112], [1.172, -1.291, 0.065], [-0.868, 1.534, 0.668], [-1.439, -0.861, 1.167], [-1.523, -0.655, -0.213], [-0.661, 0.945, -0.226]]
}

=====

Which is the most stable structure? #i is the most stable.

=====

#i
{
  "formula": "H5NO2P2",
  "method": "ωB97M-V/def2-TZVPD",
  "spin_multiplicity": 1,
  "gap_ev": 7.61,
  "homo_ev": -8.11,
  "total_charge": 0,
  "elements": ["H", "H", "P", "N", "H", "O", "O", "H", "H", "P"],
  "positions_angstrom": [[-2.900, 0.191, -0.491], [-1.383, 1.433, 0.351], [2.131, -0.287, -0.716], [-0.934, -1.201, 0.439], [-1.206, 0.166, -1.705], [2.577, 0.410, 0.682], [0.754, 0.149, -0.903], [3.284, 0.134, 1.201], [-0.919, -1.058, 1.465], [-1.405, 0.062, -0.323]]
}

=====

#ii
{
  "formula": "H5NO2P2",
  "method": "ωB97M-V/def2-TZVPD",
  "spin_multiplicity": 1,
  "gap_ev": 8.39,
  "homo_ev": -8.81,
  "total_charge": 0,
  "elements": ["P", "H", "H", "N", "O", "O", "H", "P", "H", "H"],
  "positions_angstrom": [[0.742, -0.536, -0.136], [2.289, 0.529, -1.432], [1.742, -2.103, 1.106], [-2.171, 0.180, -0.661], [1.760, 0.693, -0.638], [1.600, -1.168, 1.103], [-1.925, -0.800, -0.494], [-0.583, 0.818, 1.006], [-3.066, 0.387, -0.120], [-0.388, 1.999, 0.267]]
}

=====

Which is the most stable structure? #ii is the most stable.

=====

#i
{
  "formula": "C6H7N",
  "method": "ωB97M-V/def2-TZVPD",
  "spin_multiplicity": 3,
  "gap_ev": [7.07, 8.83],
  "homo_ev": [-5.92, -9.53],
  "total_charge": 0,
  "elements": ["H", "C", "C", "H", "H", "H", "C", "H", "C", "N", "C", "H", "C", "H"],
  "positions_angstrom": [[2.577, -2.038, 0.435], [-1.034, 1.752, -0.325], [0.111, 1.222, 0.515], [1.026, -2.797, 0.580], [-2.773, 2.861, 0.911], [-0.673, 2.603, -0.910], [-1.966, 2.118, 0.800], [0.941, 1.871, 0.693], [-1.045, 1.742, 1.670], [0.525, 0.012, 0.149], [1.567, -2.194, -0.129], [-1.365, 1.137, -1.216], [1.167, -0.872, -0.351], [1.722, -2.886, -1.004]]
}

=====

#ii
{
  "formula": "C6H7N",
  "method": "ωB97M-V/def2-TZVPD",
  "spin_multiplicity": 3,
  "gap_ev": [6.57, 8.48],
  "homo_ev": [-5.66, -10.95],
  "total_charge": 0,
  "elements": ["N", "C", "C", "C", "H", "C", "H", "H", "C", "H", "H", "H", "H", "C"],
  "positions_angstrom": [[-1.422, -1.758, -1.656], [-0.284, -0.192, 0.057], [-0.849, -0.978, -0.994], [1.385, 0.837, -1.647], [-2.164, -0.096, 1.026], [-1.211, 0.153, 1.201], [-0.303, -1.932, 1.378], [1.265, 1.523, 0.239], [0.859, 0.906, -0.433], [-1.071, 1.042, 1.828], [2.206, 1.516, -1.992], [1.076, 0.315, -2.541], [0.652, -0.478, 2.135], [-0.140, -0.857, 1.397]]
}

=====

#iii
{
  "formula": "C6H7N",
  "method": "ωB97M-V/def2-TZVPD",
  "spin_multiplicity": 3,
  "gap_ev": [7.20, 8.81],
  "homo_ev": [-6.35, -9.57],
  "total_charge": 0,
  "elements": ["H", "H", "C", "C", "H", "H", "C", "C", "N", "C", "H", "C", "H", "H"],
  "positions_angstrom": [[2.564, 0.014, -1.949], [-1.228, 1.318, -1.053], [-1.257, 0.100, 0.505], [2.232, 0.148, -0.912], [2.328, -1.956, -0.198], [-1.220, -0.491, -1.451], [2.048, -0.859, -0.145], [-0.203, -0.315, 1.522], [0.936, -0.536, 1.796], [-1.563, 0.244, 1.754], [-2.040, 0.695, 2.623], [-1.661, 0.329, -0.866], [-2.760, 0.248, -0.923], [1.824, 1.059, -0.703]]
}

=====

Which is the most stable structure? #ii is the most stable.

=====

#i
{
  "formula": "C2H9INP3",
  "method": "ωB97M-V/def2-TZVPD",
  "spin_multiplicity": 1,
  "gap_ev": 7.53,
  "homo_ev": -8.26,
  "total_charge": 0,
  "elements": ["P", "H", "H", "C", "H", "H", "H", "P", "H", "C", "I", "H", "H", "H", "P", "N"],
  "positions_angstrom": [[-3.804, -2.786, -0.519], [0.398, 0.667, -1.931], [-0.102, 1.586, 2.191], [1.371, 0.794, -1.474], [2.413, -0.867, -0.131], [1.780, 1.658, -2.051], [-2.478, -2.102, -0.651], [1.490, 1.320, 0.341], [-1.226, 1.824, 0.273], [2.439, -0.259, 0.862], [-4.381, 0.195, 0.711], [1.959, -0.099, -1.676], [1.869, -0.680, 1.735], [3.503, -0.210, 1.096], [-0.516, 0.767, 1.001], [-4.713, -1.807, 0.224]]
}

=====

#ii
{
  "formula": "C2H9INP3",
  "method": "ωB97M-V/def2-TZVPD",
  "spin_multiplicity": 1,
  "gap_ev": 7.89,
  "homo_ev": -8.15,
  "total_charge": 0,
  "elements": ["H", "N", "H", "H", "H", "H", "P", "H", "I", "H", "H", "C", "P", "H", "P", "C"],
  "positions_angstrom": [[0.351, -0.904, -2.255], [2.786, -1.145, 1.596], [-2.000, -0.735, 1.706], [-0.665, 0.178, 1.725], [-0.160, 2.426, -0.527], [-0.177, -2.198, -0.826], [0.329, -0.914, -0.884], [-2.250, 0.884, 1.642], [4.537, -0.328, 0.893], [-0.964, 2.139, -2.157], [2.536, -2.386, -0.416], [-1.046, 1.985, -0.951], [1.844, -2.048, 0.697], [-1.945, 2.688, -0.832], [-1.579, 0.209, -0.637], [-1.598, 0.149, 1.224]]
}

=====

Which is the most stable structure? #ii is the most stable.